No. 1
ORCA calculation (wB97M-V/def2-TZVPD) on a 2-piece molecular cluster, C4H4Cl2 overall.

Its net charge is 0. For the LUMO energy (alpha / beta), the calculation gives -1.5 / -3.3 eV. The HOMO energy (alpha / beta) is -8.988 / -8.375 eV.

Cartesian coordinates (Å):
1 C 1.12875 -0.65045 -0.23115
2 C -1.05330 -0.42966 0.08254
3 C 0.19987 0.21105 0.55406
4 C -0.07250 -0.47275 -1.13080
5 Cl 0.41426 1.58195 1.44063
6 Cl -0.58757 3.19877 -0.71316
7 H 2.10706 -0.31492 -0.55775
8 H 1.15636 -1.77811 0.05022
9 H -1.27566 -1.50911 0.40130
10 H -2.01725 0.16324 0.10413

How positive or negative is each atom? The Mulliken charges in e answer that: atom 1 (C): -0.124, atom 2 (C): -0.189, atom 3 (C): 0.034, atom 4 (C): -0.355, atom 5 (Cl): -0.069, atom 6 (Cl): -0.217, atom 7 (H): 0.305, atom 8 (H): 0.168, atom 9 (H): 0.185, atom 10 (H): 0.261

No. 2
ORCA calculation (wB97M-V/def2-TZVPD) on C30H26BrGeN3O2RhS as an isolated structure.

Its net charge is +2. For the LUMO energy (alpha / beta), the calculation gives -7.5 / -8.4 eV. The HOMO energy (alpha / beta) is -13.587 / -13.584 eV. Its spin multiplicity is 2.

Cartesian coordinates (Å):
1 Rh 0.37288 0.75245 0.45714
2 Br 2.74044 2.84485 0.67435
3 C 2.00050 2.68765 -1.03791
4 C 2.42769 3.35276 -2.17245
5 C 1.72483 3.13117 -3.34888
6 C 0.61710 2.28230 -3.37822
7 C 0.25041 1.66653 -2.20672
8 N 0.95446 1.87198 -1.07869
9 C -0.95686 0.77911 -1.99324
10 O -1.75480 0.51729 -2.83869
11 O -1.07464 0.31865 -0.73149
12 H 3.27539 4.02120 -2.13231
13 H 2.03298 3.64255 -4.25128
14 H 0.04209 2.10607 -4.27680
15 N -2.64617 2.46701 1.08467
16 C -2.45869 1.21763 1.49994
17 S -0.90535 0.87912 2.28795
18 N -3.38799 0.31326 1.31709
19 C -3.48217 -1.07911 1.67182
20 C -2.80434 -1.65661 2.73448
21 C -2.99795 -3.00734 2.98989
22 C -3.86038 -3.76275 2.21016
23 C -4.55022 -3.16424 1.16562
24 C -4.36421 -1.81971 0.89532
25 H -1.96959 3.17330 1.32370
26 H -3.52648 2.77453 0.69635
27 H -4.17815 0.61165 0.75447
28 H -2.17051 -1.08275 3.39143
29 H -2.48243 -3.46325 3.82445
30 H -4.00754 -4.81176 2.42600
31 H -5.23755 -3.73969 0.56170
32 H -4.89703 -1.35520 0.07368
33 C 0.37267 -2.49840 2.22503
34 Ge 1.26190 -1.55043 0.78942
35 C 1.26436 -2.61351 -0.82799
36 C 0.55106 -2.40362 -2.00348
37 C 0.62985 -3.31876 -3.04275
38 C 1.42584 -4.44803 -2.91094
39 C 2.13197 -4.66731 -1.73804
40 C 2.05999 -3.75247 -0.69697
41 C 3.01271 -0.94394 1.28291
42 C 3.36497 -1.06412 2.61476
43 C 4.58533 -0.56603 3.10267
44 C 5.43106 0.09165 2.25389
45 C 5.11646 0.25282 0.88179
46 C 6.00449 0.93120 0.01019
47 C 5.72228 1.04857 -1.32039
48 C 4.53273 0.48980 -1.83476
49 C 3.64811 -0.15092 -1.01146
50 C 3.90654 -0.27927 0.37653
51 H 0.98107 -3.39218 2.37960
52 H -0.62546 -2.79684 1.90845
53 H 0.29967 -1.93064 3.15016
54 H -0.09100 -1.54213 -2.11443
55 H 0.06238 -3.15761 -3.94941
56 H 1.50188 -5.15564 -3.72529
57 H 2.74513 -5.55194 -1.62978
58 H 2.64119 -3.93002 0.20235
59 H 2.70304 -1.56800 3.30960
60 H 4.84033 -0.69109 4.14570
61 H 6.36767 0.49309 2.62128
62 H 6.91681 1.34795 0.41816
63 H 6.41925 1.54072 -1.98498
64 H 4.33092 0.55078 -2.89712
65 H 2.76334 -0.60903 -1.43853

How positive or negative is each atom? The Mulliken charges in e answer that: atom 1 (Rh): 0.235, atom 2 (Br): -0.033, atom 3 (C): 0.408, atom 4 (C): -0.596, atom 5 (C): -0.250, atom 6 (C): -0.787, atom 7 (C): 0.755, atom 8 (N): -0.206, atom 9 (C): -0.089, atom 10 (O): -0.569, atom 11 (O): -0.113, atom 12 (H): 0.531, atom 13 (H): 0.487, atom 14 (H): 0.542, atom 15 (N): -0.328, atom 16 (C): 0.851, atom 17 (S): -0.462, atom 18 (N): -0.148, atom 19 (C): 0.778, atom 20 (C): -0.333, atom 21 (C): -0.776, atom 22 (C): -0.535, atom 23 (C): -0.757, atom 24 (C): -0.593, atom 25 (H): 0.233, atom 26 (H): 0.216, atom 27 (H): 0.275, atom 28 (H): 0.638, atom 29 (H): 0.446, atom 30 (H): 0.442, atom 31 (H): 0.422, atom 32 (H): 0.352, atom 33 (C): -1.166, atom 34 (Ge): 1.525, atom 35 (C): 0.332, atom 36 (C): -0.103, atom 37 (C): -0.702, atom 38 (C): -0.527, atom 39 (C): -0.740, atom 40 (C): -0.651, atom 41 (C): 0.853, atom 42 (C): -0.749, atom 43 (C): -1.091, atom 44 (C): -0.838, atom 45 (C): 0.925, atom 46 (C): -0.783, atom 47 (C): -0.763, atom 48 (C): -1.025, atom 49 (C): -0.227, atom 50 (C): 0.427, atom 51 (H): 0.485, atom 52 (H): 0.106, atom 53 (H): 0.534, atom 54 (H): 0.520, atom 55 (H): 0.469, atom 56 (H): 0.412, atom 57 (H): 0.430, atom 58 (H): 0.365, atom 59 (H): 0.395, atom 60 (H): 0.446, atom 61 (H): 0.458, atom 62 (H): 0.453, atom 63 (H): 0.457, atom 64 (H): 0.585, atom 65 (H): 0.151

No. 3
ORCA calculation (wB97M-V/def2-TZVPD) on C15H13F5N4O5RuSe as an isolated structure.

Its net charge is +1. For the LUMO energy (alpha / beta), the calculation gives -2.9 / -6.3 eV. The HOMO energy (alpha / beta) is -12.351 / -12.392 eV. Its spin multiplicity is 2.

Cartesian coordinates (Å):
1 Ru 0.28062 0.21450 0.12790
2 N -1.06204 0.93132 1.60356
3 C -1.03242 0.05936 2.79830
4 C -0.95922 -1.38044 2.33545
5 N 0.20806 -1.54916 1.42340
6 H -0.80406 1.88631 1.83546
7 H -1.99946 0.98908 1.21519
8 H -1.89566 0.22271 3.44341
9 H -0.13452 0.31230 3.35864
10 H -1.85496 -1.63558 1.76558
11 H -0.89735 -2.06053 3.18511
12 H 0.10010 -2.42523 0.92252
13 H 1.05656 -1.64580 1.97331
14 C 2.95732 -2.16251 -1.40481
15 C 2.48785 -0.89456 -2.01749
16 N 1.56058 -0.08547 -1.53431
17 C 1.45928 0.99029 -2.39121
18 C 2.33331 0.81713 -3.41861
19 N 2.96377 -0.37055 -3.16213
20 C 2.71189 1.58718 -4.64100
21 O 2.07392 2.71175 -4.85681
22 O 3.57107 1.13335 -5.35240
23 C 0.54280 2.10565 -2.04530
24 O 0.41002 3.05993 -2.79587
25 O -0.05522 1.95060 -0.90952
26 H 2.20742 -2.52778 -0.70628
27 H 3.88965 -2.00439 -0.85988
28 H 3.13087 -2.92518 -2.16213
29 H 3.67619 -0.74561 -3.77495
30 H 1.40402 2.91419 -4.14494
31 F 5.72418 0.01473 5.88396
32 C 4.96364 0.24299 4.83687
33 C 3.79622 -0.48896 4.65430
34 F 3.44925 -1.42088 5.52936
35 C 3.00780 -0.23971 3.55309
36 F 1.89963 -0.99051 3.41098
37 C 3.32807 0.72117 2.59824
38 Se 2.37129 1.18451 1.04148
39 C 4.52027 1.43412 2.80743
40 F 4.90681 2.36201 1.94588
41 C 5.32631 1.20706 3.90716
42 F 6.43891 1.89972 4.07564
43 O -1.82138 -1.31112 -1.43835
44 C -1.04853 -0.68805 -0.89550

How positive or negative is each atom? The Mulliken charges in e answer that: atom 1 (Ru): 0.756, atom 2 (N): -0.354, atom 3 (C): -0.522, atom 4 (C): -0.634, atom 5 (N): -0.263, atom 6 (H): 0.325, atom 7 (H): 0.266, atom 8 (H): 0.405, atom 9 (H): 0.213, atom 10 (H): 0.352, atom 11 (H): 0.460, atom 12 (H): 0.316, atom 13 (H): 0.240, atom 14 (C): -1.138, atom 15 (C): 0.075, atom 16 (N): 0.071, atom 17 (C): 0.024, atom 18 (C): 0.099, atom 19 (N): -0.026, atom 20 (C): 0.506, atom 21 (O): -0.525, atom 22 (O): -0.586, atom 23 (C): 0.857, atom 24 (O): -0.798, atom 25 (O): -0.560, atom 26 (H): 0.161, atom 27 (H): 0.259, atom 28 (H): 0.417, atom 29 (H): 0.255, atom 30 (H): 0.448, atom 31 (F): -0.255, atom 32 (C): 0.702, atom 33 (C): -0.189, atom 34 (F): -0.265, atom 35 (C): 0.363, atom 36 (F): -0.352, atom 37 (C): -0.295, atom 38 (Se): 0.219, atom 39 (C): 0.316, atom 40 (F): -0.256, atom 41 (C): 0.261, atom 42 (F): -0.251, atom 43 (O): -0.279, atom 44 (C): 0.185

No. 4
ORCA calculation (wB97M-V/def2-TZVPD) on one molecule with the formula C5H9NO.

Its net charge is 0. For the LUMO energy, the calculation gives 0.9 eV. The HOMO energy is -9.147 eV.

Cartesian coordinates (Å):
1 C -2.92464 -0.32508 0.45689
2 C -1.89348 -0.45644 -0.31055
3 N -0.91168 0.53214 -0.24269
4 C 0.45340 0.51791 -0.19444
5 O 1.10912 1.55755 0.02541
6 C 1.19641 -0.90253 -0.32176
7 C 2.58100 -0.70284 0.41127
8 H -3.09074 0.70216 0.83622
9 H -3.66516 -1.18389 0.64092
10 H -1.76272 -1.32849 -0.96649
11 H -1.27032 1.35847 0.16076
12 H 1.48037 -1.07125 -1.37059
13 H 0.54955 -1.63191 0.21208
14 H 2.57662 -0.78636 1.56993
15 H 3.34687 -1.42332 0.03228
16 H 2.86811 0.39306 0.13194

How positive or negative is each atom? The Mulliken charges in e answer that: atom 1 (C): -0.791, atom 2 (C): 0.133, atom 3 (N): -0.220, atom 4 (C): 0.387, atom 5 (O): -0.635, atom 6 (C): -0.365, atom 7 (C): -0.984, atom 8 (H): 0.226, atom 9 (H): 0.226, atom 10 (H): 0.390, atom 11 (H): 0.168, atom 12 (H): 0.264, atom 13 (H): 0.375, atom 14 (H): 0.267, atom 15 (H): 0.311, atom 16 (H): 0.247

Let's list energy relative to the best compared isomer or geometry (same formula, charge and spin) in order: 142.34; 23.85; 24.83; 45.34 kcal per mole.